1.
72
Properties=species:S:1:pos:R:3:forces:R:3 method="wB97M-V/def2-TZVPD" orbital_gap_ha=0.334 charge=+1 e_homo_ev=-11.872 e_lumo_ha=-0.1028
H 0.5027 -6.9926 3.9945 -0.1 0.1 0.0
O 9.2189 1.7139 4.4519 -0.3 0.1 0.0
H -5.5119 2.3671 -5.1132 0.0 0.1 0.0
O -0.9614 -1.8163 2.8690 -0.1 -0.1 -0.5
O 8.2693 3.5938 5.2646 0.0 -0.1 -0.1
H -4.8844 0.2185 1.0677 -0.4 0.6 -0.1
H 3.7683 0.2822 -2.3452 -0.1 -0.1 0.1
H -3.7732 2.2696 -5.4663 0.1 0.0 0.2
C -1.7537 -1.0174 -1.0071 -0.3 -0.1 0.6
N -2.6394 -0.3117 -0.2609 1.2 -0.9 -0.6
C 6.4563 0.3244 2.5540 -0.2 0.2 0.3
C -4.1977 1.5581 -0.5926 -0.6 -0.9 0.6
C 8.2203 2.6319 4.5712 0.0 0.2 0.2
H 8.0020 1.7115 2.0129 0.1 0.0 0.1
H 6.7809 -0.4427 1.8568 0.1 0.1 0.0
H -0.7933 -5.0422 4.8130 -0.1 0.1 -0.1
H 9.4431 0.1224 3.1277 0.1 0.1 0.1
H 3.8022 1.7938 -1.4103 0.2 0.0 0.1
C 0.8343 -5.9777 3.7740 0.4 0.2 -0.1
H -6.1429 1.3374 0.3203 0.5 -0.3 0.3
H -3.7308 2.2728 0.1080 -0.2 -0.2 -0.5
H 8.2968 -0.1243 4.4638 -0.1 0.0 -0.1
C -0.3220 -5.0093 3.8268 0.5 -0.8 0.1
C -1.3312 -5.1889 2.7267 -0.4 -0.3 0.0
C -5.2979 4.7763 -6.2865 -0.3 0.2 0.1
H -5.6832 -0.1090 -1.8478 -0.7 -0.3 0.4
C -4.5342 2.8039 -4.8990 0.2 -0.3 -0.3
C -4.7341 3.8629 -2.9196 -0.4 1.1 0.0
H 6.0471 -0.1609 3.4430 0.1 0.0 0.0
H -0.8063 -2.8644 -0.8347 0.1 0.5 -0.2
H -3.4538 4.6506 -5.1958 0.0 -0.1 0.1
C -5.2742 0.6816 0.1456 0.1 -0.2 -1.4
O 0.1158 -3.6580 3.5945 -0.6 0.4 -0.2
H -2.1080 -5.9082 2.9778 -0.1 0.2 0.0
H 1.5744 -0.7691 -1.8780 0.1 0.1 0.0
N -1.1530 -2.0320 -0.3788 0.6 -0.8 -0.1
H -2.8177 1.1492 -3.0753 0.2 -0.3 0.3
H -1.0448 -1.9866 0.6273 -0.2 -0.1 0.0
H -5.3478 5.8653 -6.2900 0.1 0.0 -0.1
H -4.6397 2.0933 -1.4625 0.6 -0.8 1.1
H -4.8621 4.4413 -7.2281 0.1 0.0 0.1
H 5.6398 0.8902 2.1006 0.1 0.0 -0.1
Br -7.5628 -0.9697 -0.2786 0.6 -0.2 -0.4
O -4.2895 2.6983 -3.4849 -0.1 0.2 0.1
O -4.8625 4.0539 -1.7476 0.1 -0.2 -0.5
C 8.6777 0.5990 3.7379 0.4 -0.1 -0.1
H -0.8840 -5.4656 1.7686 0.1 0.0 0.1
H -6.3262 4.4143 -6.2275 0.1 -0.1 0.0
H 2.7137 0.7887 0.5007 0.1 0.0 0.0
O 7.1563 2.2944 3.7904 0.5 0.1 0.2
N -3.1498 0.6195 -1.0817 -0.7 1.6 0.2
H 0.8550 -0.6858 -0.2860 0.1 0.1 0.1
O -1.8769 -3.8657 2.6077 0.3 0.4 -0.1
H 0.9712 0.7841 -1.2700 0.1 0.0 0.0
C 1.4789 -0.1403 -0.9901 0.1 -0.3 0.0
C -5.7462 -0.4822 -0.8077 0.7 1.0 0.3
O 3.4698 -1.0632 0.0436 0.4 0.2 0.0
H 1.6012 -5.6941 4.4951 -0.1 -0.1 0.1
C 2.8292 0.1464 -0.3781 -0.7 0.0 -0.3
O 5.0757 0.2806 -0.7583 -0.2 -0.3 0.2
C -2.5542 0.4863 -2.2532 0.5 -1.1 0.1
H -5.0509 -1.3417 -0.7671 -0.7 0.2 0.2
N -1.6651 -0.5534 -2.2574 -1.0 0.8 0.4
C -4.4837 4.2910 -5.1121 -0.3 0.3 -0.8
H -2.8227 -0.5199 0.7148 -0.5 0.6 -0.1
C 7.5951 1.2458 2.9161 -0.6 -0.5 -0.3
C -0.9095 -3.0057 3.0135 0.2 -0.1 0.4
O 5.6418 -1.5745 0.3931 -0.2 -0.1 -0.2
C 3.8419 0.7079 -1.3408 0.1 0.4 -0.1
C 4.8127 -0.8571 -0.0612 0.2 -0.2 0.0
O -5.0185 4.7773 -3.8698 0.3 -0.6 0.4
H 1.3089 -5.9696 2.7906 -0.1 0.0 0.0

---

2.
196
Properties=species:S:1:pos:R:3:forces:R:3 method="wB97M-V/def2-TZVPD" orbital_gap_ha="0.225 / 0.086" multiplicity=2 charge=+1 s2=0.755 e_homo_ev="-8.932 / -8.932" e_lumo_ha="-0.1034 / -0.2420"
H 6.7845 3.0214 5.8727 -0.3 -0.6 -0.3
O 8.4559 -5.2260 13.9697 0.5 -0.5 -0.3
H 11.5250 3.0798 6.2598 -0.6 -0.6 0.2
H 15.9272 -3.5256 4.5121 -0.7 0.2 -0.1
H 17.0970 -0.8194 -0.2334 -0.7 1.2 -0.4
H 12.0843 -5.4278 -1.2890 0.2 -0.2 -0.5
H 13.3064 -4.4168 10.8105 0.1 -0.4 0.2
P 14.3217 -1.0423 2.3169 0.5 -0.6 -0.4
N 5.5735 -4.7619 4.6966 -2.2 0.6 -0.3
N 13.0240 -1.2675 1.2707 -1.5 -2.9 1.3
H 11.8201 -3.7903 12.9554 -0.6 0.1 -0.4
H 12.3262 -2.7977 6.6325 -0.4 0.0 0.0
H 2.2120 -5.1259 3.4893 -0.2 -0.9 -1.2
O 9.5514 -8.0978 -1.4607 1.1 1.5 2.3
H 9.1859 -5.3221 -1.5964 0.8 -0.2 -0.4
H 8.1666 -3.3494 10.8194 -0.4 0.4 0.0
C 10.9275 0.8648 3.4213 -0.2 0.6 1.5
H 11.8577 -3.1543 1.4840 0.0 0.1 -0.6
H 15.4255 -3.7847 9.5179 0.1 -0.1 1.0
C 12.2912 -3.6701 5.9800 -0.4 -0.7 -0.9
N 9.4350 1.9158 5.1834 0.3 2.8 1.2
H 8.7452 -4.4326 -0.3234 0.4 0.3 0.8
H 6.5574 0.3974 4.2442 -0.4 0.4 0.0
H 13.5894 -6.7641 0.2775 0.2 -0.5 -0.1
H 10.8864 -1.6398 1.5080 0.2 -0.1 0.2
H 6.7394 1.5688 7.0491 -1.3 -0.4 -1.0
H 12.9567 -10.3428 4.9232 -0.2 0.5 -0.3
H 12.6925 1.8817 5.6512 0.1 0.1 -0.2
H 3.6192 -1.7408 7.3215 -0.2 -0.4 0.4
C 2.4852 -5.8949 4.2119 0.7 1.3 -0.1
C 14.8210 0.5542 10.6973 1.0 2.4 1.4
H 11.3002 -2.0192 13.1076 -0.4 -0.4 -0.5
H 11.6795 -2.5983 9.3998 0.0 0.2 -0.3
C 14.5822 -3.1422 9.7711 0.4 2.7 -2.7
H 1.4300 -3.8485 6.0393 -0.6 0.0 0.5
H 6.8317 -6.3537 4.4293 -0.1 -0.4 0.0
H 11.8992 -2.2208 2.8790 -0.3 0.4 0.1
H 11.4226 -0.1056 3.4563 0.0 0.2 -0.4
O 3.9618 -2.6708 4.5505 0.0 0.6 -0.2
H 7.4075 1.7292 3.4230 0.1 -0.2 -0.3
H 7.7310 -6.6038 10.4344 0.0 -0.2 -0.5
H 12.4505 -3.3870 4.9395 -0.4 0.5 0.1
H 12.0673 -11.3338 5.9951 0.0 -0.4 -0.2
H 17.8206 -6.1352 8.2015 -0.3 -1.1 0.4
H 9.9562 0.8038 2.9305 0.0 -0.2 0.0
C 11.8260 -2.1107 1.7970 2.0 0.6 0.2
N 4.5322 -3.7081 6.9331 -0.4 -0.1 -1.1
C 7.7775 -3.8071 11.7289 1.2 -0.7 -0.8
C 10.6789 -8.5920 4.6670 -0.3 -1.0 -0.7
H 12.5525 -6.0402 2.4868 -0.3 -0.3 0.1
O 9.4507 -9.0316 7.2384 1.4 -0.4 -1.5
O 10.4085 -3.8544 3.9101 -0.6 -2.3 2.2
H 10.3287 -6.0766 7.3740 0.5 -0.3 -0.7
C 10.5642 -6.2586 1.6163 -0.9 1.8 -0.6
H 15.4416 -4.3556 1.8320 0.0 -0.3 0.4
H 4.0961 -4.5234 8.7090 0.6 -0.1 0.8
C 8.5160 -5.8480 10.4082 0.2 -0.8 0.9
N 17.5213 -4.2447 8.0024 -2.3 1.8 -1.8
H 13.7635 -4.2806 2.6285 0.3 -1.0 -0.3
H 12.2860 -5.2303 0.9920 -0.1 0.4 0.2
C 10.6893 1.3407 4.9649 1.9 -0.4 0.1
O 12.3400 -0.1864 11.8363 -0.3 0.6 -0.7
H 14.3459 1.5350 10.7161 -0.6 -0.1 -0.2
C 12.2444 -6.4102 -1.7333 -1.1 -1.8 0.4
C 12.0363 -2.7411 12.7537 2.1 0.4 1.1
C 13.1845 -0.0734 8.8909 -0.3 -0.5 -0.1
H 12.9436 -0.2378 -0.5060 -0.1 0.4 -0.2
H 11.8390 3.0444 4.5754 0.7 0.2 0.1
C 15.9525 -2.6950 3.8068 0.4 0.7 -0.9
H 15.5996 -1.7140 -0.6220 -0.3 0.2 0.4
C 6.4801 -3.8725 4.0898 1.1 -0.2 -1.7
C 7.2852 2.1592 6.3131 0.8 0.2 1.1
H 7.8567 2.5995 7.1303 1.1 0.5 -0.4
H 10.5594 -2.0145 10.5992 0.0 0.1 0.2
N 10.9974 -9.6484 5.6172 1.1 0.6 -1.9
H 12.8701 -2.5463 13.4282 0.2 0.1 0.3
C 9.7256 -0.8036 5.9250 -0.9 1.0 1.0
C 10.8800 0.1143 5.8842 0.8 -0.3 -1.5
C 10.5634 -5.0139 7.3126 -0.6 0.1 0.7
H 10.8219 -10.4900 7.4224 -0.2 -0.3 -0.1
C 14.5460 -3.7777 2.0603 -0.4 0.5 0.4
H 15.7742 0.7728 10.2159 0.0 -0.4 -0.4
C 11.9458 -10.7029 5.1146 -0.6 0.5 2.1
C 14.0462 -0.5616 10.1412 -1.8 -1.5 -1.5
C 9.6480 -6.3129 0.2868 1.7 -0.8 1.3
H 9.5790 -1.3615 5.0002 0.1 0.0 -0.1
C 11.7520 2.3926 5.4448 0.2 -0.2 -1.7
N 2.9043 -5.0673 5.3197 2.5 0.3 1.5
H 5.2786 -6.6436 5.3390 0.5 -0.5 0.3
H 10.4464 -9.2439 3.8249 0.0 0.9 -1.0
H 13.7032 0.4142 8.0655 0.7 0.7 0.6
H 17.7523 -5.3856 9.7890 -0.1 0.5 0.0
H 13.1913 -4.2587 6.1577 -0.3 -0.6 0.6
C 12.2323 -8.9831 -1.0754 -1.1 0.8 -0.5
C 7.5321 0.8428 4.0450 -0.5 -0.2 1.9
H 15.9187 1.6288 1.3925 -0.3 0.0 -0.1
H 15.2103 -1.4943 8.5680 0.1 0.4 0.0
H 11.5294 1.5736 2.8526 0.2 0.0 0.2
H 11.4946 -0.0865 0.5138 0.2 0.3 0.0
H 11.2652 -4.8035 8.1196 0.1 0.2 -0.3
H 11.8202 -9.2230 -2.0555 0.1 0.2 -0.2
H 12.3216 0.5353 9.1610 0.2 0.4 0.3
C 16.6018 -4.2516 6.8029 2.1 1.2 0.3
N 10.3014 -7.4643 -0.4281 0.1 0.6 -1.9
C 17.3234 -5.3620 8.7872 -0.4 -2.5 0.4
H 13.2569 -6.5665 -2.1054 0.3 -0.1 0.8
H 16.7168 -5.1829 6.2484 -0.2 -0.3 0.4
H 7.7152 -0.7245 6.0738 -0.9 0.4 -0.1
C 9.5999 -5.0359 -0.6295 -0.8 -0.8 0.4
C 1.8636 -4.8178 6.2854 -0.2 0.2 -0.1
H 16.1311 0.7436 2.9061 -0.3 0.0 -0.1
H 13.0170 0.7774 0.9673 -0.3 0.3 -0.3
C 8.2049 1.2686 5.4454 -1.3 -0.1 -1.5
H 9.0532 -6.7958 12.7623 0.4 0.0 0.4
H 5.7244 -5.1217 8.1990 0.1 0.3 -0.3
H 10.2635 -7.0236 2.3322 -0.3 0.1 -0.2
H 1.1476 -5.6300 6.1592 -0.3 0.3 0.2
H 2.2038 -4.8591 7.3201 0.0 0.3 0.0
H 8.0485 -3.1565 12.5604 0.3 -0.6 0.1
H 10.5234 -4.4579 -0.6651 -0.3 -0.1 -0.1
N 11.0113 -4.4687 6.0349 1.4 0.0 0.6
N 15.5608 -0.5059 1.2768 -0.6 0.5 0.1
C 10.2003 -4.5261 4.9765 0.6 2.9 -2.6
H 11.8186 -9.7536 -0.4249 0.3 0.1 0.4
H 12.8954 -8.1129 1.1962 -0.1 -0.1 0.0
H 17.3224 0.6407 1.6864 0.1 -0.3 -0.3
H 6.6929 -5.7869 6.1080 0.1 -0.5 0.3
H 11.6979 -0.0961 11.1284 -0.9 0.8 0.2
H 7.0222 -4.4502 3.3411 0.4 -0.2 -0.3
H 16.9742 -3.4977 6.1094 0.1 0.2 0.4
H 16.2443 -5.5150 8.8025 0.1 -0.6 0.5
H 16.8299 -2.0465 0.6757 -0.6 -1.2 0.1
C 12.5843 -0.1153 0.5158 0.7 0.1 -0.4
H 9.8004 -7.9776 4.8640 0.0 -0.4 0.6
H 5.3022 -1.8017 6.8575 -0.1 0.4 0.0
C 13.7768 -3.4455 10.9627 -1.0 -0.8 1.3
C 11.3650 -2.7303 10.4351 0.5 0.4 -1.6
H 4.1326 -5.7137 7.5790 0.5 -0.2 -0.6
H 5.9455 -3.1390 3.4864 0.3 0.4 0.6
N 13.1696 -1.1165 11.2472 1.6 -1.8 0.4
H 16.1073 -1.7350 4.2992 -0.4 -0.1 0.4
N 14.8244 -2.6053 2.8778 -0.7 1.3 -0.7
H 7.2690 -3.4896 4.7372 -0.1 0.6 0.3
H 10.2739 -5.2499 1.9101 -0.4 -0.2 1.1
O 13.9815 -0.0991 3.4143 0.9 -0.6 -0.4
H 4.9747 -2.3825 8.4451 -0.6 0.4 0.2
C 10.3714 -9.7235 6.7730 -1.2 0.0 3.1
C 16.2100 -1.2993 0.1802 1.0 0.2 1.9
H 11.5163 -7.9202 4.4785 0.2 -0.2 -0.1
H 6.6888 -3.8446 11.6936 0.0 -0.4 0.0
H 8.0480 -0.0023 3.5893 0.5 0.4 -0.3
H 11.6738 -6.6493 -2.6307 -0.6 0.7 0.1
H 8.2342 -7.5514 1.4614 0.7 0.1 0.4
H 19.1832 -3.8961 9.0178 0.2 0.7 0.2
H 10.9173 -3.7239 10.4136 0.2 -0.2 0.8
C 8.2715 -6.6948 0.7883 -1.1 -1.4 -0.7
H 15.0542 0.4061 11.7517 0.1 -0.4 0.0
H 10.0025 -1.4968 6.7193 -0.7 -0.5 0.1
N 8.4788 -5.1507 11.6983 -0.8 2.0 0.4
H 14.5212 -3.5507 11.7519 -0.5 0.1 0.7
H 3.3447 -6.5168 3.9616 -0.3 -0.1 -0.7
H 16.8864 -2.8223 3.2592 0.3 -0.2 -0.3
C 12.5836 -2.4906 11.3513 0.5 0.2 -1.1
H 9.2546 -5.0737 5.1110 0.2 -0.2 0.1
H 14.0318 -3.2498 8.8364 -0.8 -0.2 -0.1
C 12.0561 -6.1540 1.5231 -0.1 0.8 -1.2
H 9.6558 -9.0130 -1.1900 0.0 -0.9 -0.5
H 11.5686 -11.3048 4.2878 -0.2 0.3 0.0
H 9.2537 3.1681 3.8099 -0.1 0.7 -0.6
H 9.6104 -4.5616 7.5874 0.0 0.4 0.1
C 12.6619 -7.1991 0.6498 -0.1 -0.7 0.0
C 4.5401 -2.3100 7.4481 1.5 -1.0 -0.7
H 13.3166 -9.0615 -1.1548 -0.1 0.1 0.3
H 11.1983 0.3921 6.8890 0.0 0.2 -0.1
O 9.4110 3.3424 4.7407 -0.8 -2.8 0.4
H 7.6875 -5.9128 1.2737 0.4 0.3 -0.3
O 19.0511 -2.6974 7.2971 -1.1 -1.7 2.6
H 7.6845 -7.1333 -0.0187 -0.3 0.7 -0.4
H 12.7189 -0.8321 8.2620 0.0 -1.0 0.6
H 8.3198 0.2049 7.3307 0.8 0.3 0.2
H 8.4096 -5.2412 9.5090 -0.3 0.5 0.5
P 4.2062 -3.9156 5.2702 -0.4 -3.3 2.4
C 18.6150 -3.5180 8.1538 2.1 1.9 -3.4
C 15.0667 -1.6251 9.6406 -0.6 -1.5 0.3
C 16.2418 0.6812 1.8235 0.8 0.1 -0.1
H 1.6127 -6.4855 4.4912 0.3 -0.1 -0.1
C 4.7208 -4.8454 7.8758 -2.0 1.3 -0.1
C 8.4835 0.0238 6.2684 -0.9 -2.2 0.1
H 11.5846 -0.5638 5.4026 1.3 0.7 0.3
H 9.4838 -6.3330 10.2812 0.0 -0.3 0.1
H 14.1231 -3.5208 1.0891 -0.1 0.3 0.0
C 6.1407 -5.9931 5.1912 -0.9 0.9 0.0
H 15.5666 -4.0042 7.0380 0.1 -0.3 0.3
C 8.7209 -5.7564 12.9080 -1.1 0.5 -0.8
H 16.0522 -1.4734 10.0809 -0.2 -0.1 0.4
C 11.8191 -7.5392 -0.6101 1.2 -0.2 -0.9

---

3.
85
Properties=species:S:1:pos:R:3:forces:R:3 method="wB97M-V/def2-TZVPD" orbital_gap_ha=0.218 charge=+2 e_homo_ev=-12.839 e_lumo_ha=-0.2534
H 3.8355 -1.2869 -0.3817 0.2 0.0 -0.2
C -2.6495 2.0371 -2.5861 0.3 0.2 0.7
C -1.3781 -1.8297 -3.2237 0.0 0.0 -0.2
N -5.1146 -1.2488 3.3158 0.0 -0.4 0.4
H -3.4383 1.4394 -3.0385 0.0 0.2 0.1
H -1.4471 2.0709 -4.3811 0.1 0.0 0.3
C 0.7855 -0.8609 3.7729 0.1 0.0 -0.1
H 0.0613 -4.5836 -0.5962 0.0 0.3 0.3
H 2.3836 0.6994 -5.1286 0.2 -0.1 0.2
H -2.4467 -1.3275 -0.2077 -0.1 -0.3 -0.1
C 0.7149 1.5028 3.3189 -0.1 -0.1 -0.4
C -2.7385 2.4239 -1.2272 0.6 1.3 -1.1
C 1.8030 0.3077 -3.0988 -0.4 0.5 -0.1
H -2.3853 -2.1353 -2.9186 0.2 0.2 -0.1
C 0.5587 1.1996 1.9660 0.4 -0.7 0.5
H 0.8184 -1.7088 4.4643 0.1 0.5 -0.1
C 2.8790 0.4572 -4.1778 0.1 -0.1 -0.2
C -5.5955 -1.0584 2.0858 0.4 0.8 -0.2
H 2.4299 -3.5252 -0.9756 -0.1 0.0 0.2
H 0.7266 2.5585 3.5933 -0.1 -0.4 0.0
C -2.0368 -2.3407 -0.0769 -0.1 0.4 -0.3
H 3.4373 -0.4790 -4.3290 -0.1 0.4 0.1
H 3.4328 1.7187 0.2385 -0.2 -0.2 -0.2
H 5.4264 0.6405 -0.7643 0.0 -0.2 -0.3
H 3.1708 3.2201 -2.4214 0.7 -0.3 0.5
H 1.1082 1.1604 -3.1803 0.3 -0.7 0.2
H 1.9876 2.4811 -0.4182 0.2 -0.2 -0.1
Be 0.6732 -0.3359 -0.1301 0.7 -1.0 0.0
H 1.5531 2.7069 5.5619 0.0 -0.1 0.1
C -0.4627 2.9962 -2.6785 0.5 1.2 -0.9
C 0.4842 -3.7742 0.0241 0.0 0.3 0.1
H -3.8312 -0.6311 4.8382 -0.2 0.0 -0.3
H 2.4665 -3.2237 0.7905 -0.1 0.0 -0.2
C -1.7450 3.2701 -0.6823 0.5 -0.3 -0.7
H 0.4040 1.9565 1.1990 0.1 0.0 0.3
H 0.6695 -2.1281 2.0233 0.1 0.6 0.1
C 3.8556 -0.7693 -1.3528 -0.1 -0.6 0.5
C 0.6969 -1.1032 2.4095 -0.1 0.6 0.1
H -5.5551 0.1007 0.2651 0.1 0.0 0.6
C -4.1972 -0.4216 3.8278 -0.3 0.3 -0.8
H 5.3271 0.3711 -2.5344 -0.1 -0.2 0.4
Br 1.1650 3.3863 -3.7068 -1.5 0.7 0.1
C -3.7182 0.6855 3.1134 -0.5 -0.3 -0.7
H -6.3550 -1.7466 1.6950 0.3 0.1 0.4
C -0.3103 -2.5813 -2.4357 0.3 0.0 0.2
H -2.0483 -2.0534 2.0978 0.0 -0.1 -0.2
H 5.9901 -0.8781 -1.4831 -0.2 0.2 0.0
H -2.9622 1.3321 3.5580 -0.2 0.0 -0.1
H -1.2638 -2.0754 -4.2855 -0.1 0.1 0.2
C 3.7682 2.8320 -1.5800 0.1 0.6 -0.4
P -0.2801 -2.2175 -0.6255 -0.5 -0.9 -0.4
N 1.3938 1.9125 6.1584 -0.2 -0.6 -0.9
H 4.6749 2.3420 -1.9579 -0.4 0.2 0.2
C -1.5136 2.3479 -3.3301 0.3 -0.1 0.5
H -3.3836 -2.9962 1.4525 0.3 0.0 0.0
H 0.1189 -3.9171 1.0515 0.1 -0.1 -0.4
H 0.6957 -2.3422 -2.8153 -0.3 -0.2 0.1
H -3.2166 2.8055 1.4765 0.5 -0.9 -0.4
C -3.6568 1.9350 0.9559 -0.8 1.0 -0.8
H -1.8356 3.6255 0.3426 0.0 0.1 -0.4
C -2.3064 -2.8136 1.3487 -0.1 0.0 0.3
C 2.0105 -3.8263 -0.0067 0.2 -0.3 0.0
H 3.5821 1.2737 -3.9549 -0.2 -0.3 -0.1
H 1.6038 1.9895 7.1374 0.0 0.1 0.2
N 0.6273 -0.0788 1.5084 -0.4 0.4 0.6
C -5.1583 -0.0051 1.2814 0.1 0.0 0.4
H 2.3177 -4.8630 0.1719 0.1 0.2 0.0
C 0.8603 0.4618 4.2503 -0.1 -0.2 -1.4
H 1.1727 -0.5783 -3.2894 0.5 0.3 0.3
C 2.9009 1.9341 -0.7032 0.0 0.1 0.0
H -0.4363 -3.6704 -2.5396 0.0 0.3 0.0
C -0.5971 3.5921 -1.4162 -0.8 -1.0 0.1
C 1.1070 0.6586 5.7011 0.2 -0.5 2.8
H -2.5486 -2.9958 -0.7968 0.2 0.1 0.1
P 2.3777 0.3004 -1.3564 -0.6 0.1 -0.3
C -4.2093 0.9083 1.7967 -0.8 -1.3 1.0
O 1.0453 -0.2981 6.4835 0.0 1.2 -1.7
C -3.7919 1.9134 -0.3968 0.2 -0.4 1.2
H -1.2875 -0.7397 -3.1285 0.0 -0.2 0.1
C 5.2165 -0.1011 -1.5468 0.4 0.0 -0.1
H 0.1388 4.2548 -0.9803 0.2 -0.1 -0.2
H -1.7868 -3.7464 1.5984 -0.2 0.2 -0.1
H 3.6978 -1.5404 -2.1219 -0.1 0.2 0.2
H -4.5398 1.3180 -0.9167 0.3 -0.3 0.3
H 4.0732 3.7087 -0.9903 0.0 -0.3 -0.1